[1]
Computed, not measured: a 21-piece molecular cluster, C14H60N6O21 overall, with ωB97M-V/def2-TZVPD.

XYZ file:
```
101
Properties=species:S:1:pos:R:3:forces:R:3
O -2.6489 3.6955 -0.6181 -1.23 0.46 0.62
N -3.3763 -0.1524 1.8795 -0.03 1.72 -2.04
N 0.1931 0.1835 -1.0451 1.34 0.16 0.01
C -2.4438 2.5226 -0.2893 0.48 2.37 -2.43
C -2.8536 0.6157 0.9600 0.90 -3.85 2.07
C 0.6691 1.1845 -1.7583 -2.87 1.71 -0.84
C -1.2982 1.9316 -0.9428 1.02 -1.33 0.81
C -0.9096 0.7157 -0.5019 -0.89 -1.80 1.13
N -0.2264 2.2513 -1.8073 0.54 0.17 0.70
N -3.3247 1.8028 0.5056 2.87 -0.54 -1.58
N 3.0865 0.8468 -1.8925 0.55 0.19 -1.67
N -1.6338 0.0638 0.4420 -0.95 -0.09 0.43
C -4.5798 2.2823 0.9247 -1.87 0.49 -1.74
C 3.2082 1.2211 -0.5013 0.06 -0.89 0.64
C 3.5425 -0.4986 -2.3633 -2.23 -0.20 0.99
C 1.8461 1.2634 -2.6155 1.33 -1.90 0.49
C -1.0089 -0.9179 3.5296 -0.03 -1.02 -0.70
C -0.2232 -1.1379 2.2660 -0.05 -1.07 -0.89
C -2.2640 -1.7147 3.3196 -1.41 1.24 0.85
C -1.2871 -1.2194 1.1329 -1.70 1.97 1.44
C -2.6610 -1.4289 1.8897 -0.37 -0.27 -0.10
H 0.0478 3.1707 -2.1772 -0.46 -0.46 0.02
H -4.4895 2.6341 1.8736 -0.01 0.92 3.02
H -5.3479 1.5205 0.8796 0.17 -0.45 0.04
H -4.9428 3.1197 0.3258 0.48 -0.14 -0.27
H 2.6717 0.5485 0.1902 -0.11 -0.11 -0.17
H 4.2320 1.2486 -0.1030 0.03 -0.18 -0.73
H 2.8234 2.2112 -0.3295 -0.29 0.58 -0.23
H 3.4656 -0.6191 -3.4620 0.08 0.46 0.68
H 4.5215 -0.8303 -2.0600 0.44 0.49 0.38
H 2.7977 -1.1819 -1.8725 0.72 -0.24 -0.56
H 1.9157 2.2472 -3.0137 0.28 0.96 -0.26
H 1.7497 0.5868 -3.4877 -0.12 0.35 0.45
H -1.2130 0.1006 3.6270 -0.49 1.80 0.26
H -0.4776 -1.2172 4.3904 0.69 -0.36 1.10
H 0.3179 -2.1127 2.3223 -0.27 0.74 -0.25
H 0.4745 -0.3443 2.1163 0.74 0.39 -0.37
H -2.0626 -2.7448 3.3930 0.14 -1.44 0.55
H -3.0623 -1.3555 4.0403 0.80 -0.80 -0.71
H -1.1634 -1.9455 0.4015 0.69 -1.37 -1.20
H -3.3416 -2.2361 1.4662 0.89 0.94 0.37
O 5.3282 -3.7372 -1.7621 0.76 -0.32 -1.65
H 5.6318 -4.6122 -2.1694 -0.53 2.19 0.61
H 5.5359 -2.9953 -2.4180 -0.25 -1.94 1.05
O -4.6950 0.1632 5.8792 -1.81 -0.53 0.12
H -5.0633 -0.7727 5.9890 0.39 2.21 -0.38
H -5.4745 0.7957 5.7521 1.54 -1.72 0.19
O -0.3281 -4.8048 3.6736 1.90 0.78 -0.35
H 0.1752 -4.1569 4.2657 -0.83 -1.47 -1.52
H 0.2686 -5.0477 2.8934 -1.06 0.73 1.85
O 7.2695 -0.8052 -0.8298 1.39 0.65 1.23
H 7.0904 -0.7666 0.1653 0.60 0.02 -2.15
H 8.2101 -0.4704 -0.9939 -2.02 -0.66 0.81
O -2.6556 2.5491 4.7420 0.48 -1.80 0.30
H -2.4503 2.1446 5.6464 -0.55 0.47 -2.19
H -2.6703 1.8028 4.0590 -0.06 1.24 1.82
O 4.5209 2.3423 -3.6075 0.49 -1.02 -0.33
H 3.9618 1.9006 -2.8891 1.39 0.12 -0.92
H 5.2242 1.6811 -3.9107 -1.43 1.24 1.02
O -5.7186 -1.5984 3.0707 1.25 0.61 -0.82
H -4.7368 -1.4157 3.2336 -2.42 -0.04 -0.77
H -5.9571 -1.2441 2.1535 0.77 -0.56 1.83
O 4.6243 -2.7430 -4.4591 -1.14 -1.38 -1.07
H 4.7745 -3.0649 -5.4065 -0.58 0.55 2.12
H 3.8252 -3.2357 -4.0818 1.74 0.84 -1.05
O -4.2711 -4.3333 0.2257 0.72 1.55 -0.55
H -4.5913 -3.6133 -0.4090 1.14 -1.55 1.39
H -3.2828 -4.1920 0.3899 -2.03 -0.12 -0.94
O 1.6372 2.4553 2.4523 -1.07 0.10 -1.66
H 1.6696 1.8888 1.6146 -0.42 1.39 1.66
H 0.9036 3.1429 2.3395 1.51 -1.56 -0.06
O -0.4572 5.5376 -0.6684 -0.04 -0.86 -1.60
H 0.1139 5.4105 -1.4940 -1.81 0.24 1.67
H -1.3454 5.0794 -0.8261 1.75 0.64 0.07
O 4.6840 0.6651 2.4382 -0.96 1.07 1.13
H 4.3496 0.4757 3.3742 0.58 0.88 -2.00
H 4.4244 1.6127 2.1966 0.31 -1.98 0.93
O 3.2733 -2.0882 1.9998 0.89 0.82 1.53
H 3.3406 -2.3533 2.9739 0.09 0.86 -2.15
H 3.8121 -1.2424 1.8654 -0.98 -1.59 0.63
O -6.6707 -0.7980 0.4638 -0.64 -0.18 -2.13
H -6.1621 -1.2613 -0.2780 -1.37 1.08 1.43
H -7.5666 -0.5046 0.0962 2.04 -0.80 0.58
O -1.8650 -3.9874 -1.2046 1.64 0.89 -0.34
H -0.8676 -3.8283 -1.1441 -2.26 -0.10 -0.30
H -2.2809 -3.2010 -1.6865 0.93 -0.85 0.85
O -4.9116 3.7063 -2.3886 1.28 1.20 -0.33
H -4.7726 4.4985 -3.0026 -0.02 -1.75 1.57
H -4.1040 3.6309 -1.7838 -1.32 0.69 -1.28
O -0.1280 -1.7093 -3.5517 1.12 -1.57 0.69
H -0.0604 -2.6796 -3.8304 0.08 2.02 0.76
H 0.4877 -1.5646 -2.7620 -1.23 -0.46 -1.40
O 6.8262 0.5997 -3.5169 1.77 -1.39 0.17
H 6.8134 -0.1304 -2.8164 0.24 1.47 -1.32
H 7.7205 0.5678 -3.9890 -1.96 -0.15 1.17
O 0.6105 4.5544 -3.3059 1.52 0.72 -1.43
H 0.4763 4.5069 -4.3076 0.52 0.25 2.12
H 1.5120 4.9782 -3.1284 -1.73 -0.89 -0.82
O -2.6015 -1.5131 -2.1604 1.18 0.70 0.37
H -2.2822 -0.9643 -1.3726 -0.45 -1.09 -1.79
H -1.8479 -1.5664 -2.8334 -0.90 0.54 1.31
```
Positions in Å, forces in eV/Å.

Calculated values
- lowest unoccupied orbital energy (eV) = -0.325
- energy above the lowest of the compared OMol25 structures with the same formula, charge and spin (kJ/mol) = 102.6
- spin multiplicity = 1
- max |F| (eV/Å) = 4.5
- total energy (eV) = -67428.151
- frontier orbital gap (Ha) = 0.2894

=====

[2]
Computed, not measured: C14H8Cl2O4PdSSe as an isolated structure, with ωB97M-V/def2-TZVPD.

XYZ file:
```
31
Properties=species:S:1:pos:R:3:forces:R:3
Pd -1.6294 -0.7632 -1.4623 -0.32 0.24 0.27
Cl -2.1228 -0.2241 1.0599 0.09 0.04 0.20
C -3.8542 -0.1824 1.1550 -0.11 0.00 -0.09
C -4.4105 -0.0196 2.4110 0.03 0.01 0.00
C -5.7867 0.0039 2.5418 0.00 0.00 0.00
C -6.5889 -0.1355 1.4212 -0.03 0.00 0.00
C -6.0142 -0.2926 0.1736 0.07 0.02 0.05
Cl -7.0712 -0.4571 -1.1854 -0.03 0.00 -0.02
C -4.6196 -0.3218 -0.0082 0.02 0.07 0.01
S -3.9699 -0.5237 -1.6210 0.48 -0.23 -0.15
H -3.7638 0.0847 3.2706 0.00 0.00 0.00
H -6.2352 0.1300 3.5173 0.00 -0.01 0.00
H -7.6663 -0.1245 1.5048 0.00 0.01 -0.01
Se -1.2142 -1.7640 -3.5742 -0.07 -0.03 -0.10
O 0.1919 0.5360 -1.4125 -0.10 -0.11 -0.11
C 0.8599 -0.3749 -0.8414 0.10 -0.03 0.04
O 0.3031 -1.4612 -0.5092 -0.06 0.00 -0.14
C 2.3078 -0.1695 -0.5758 -0.05 0.02 0.04
C 2.9357 -0.9174 0.4090 0.04 -0.05 -0.03
C 4.2925 -0.7447 0.6929 -0.02 -0.01 0.02
C 4.9660 0.1824 -0.0618 0.01 0.00 0.01
O 6.2838 0.5287 0.0116 0.00 0.00 0.01
C 6.4933 1.5210 -0.9943 0.02 0.02 -0.02
O 5.2441 1.7711 -1.6337 0.01 0.01 0.00
C 4.3394 0.9261 -1.0484 -0.03 0.00 -0.02
C 3.0084 0.7846 -1.3289 0.01 0.09 0.04
H 2.3552 -1.6458 0.9578 -0.01 0.00 -0.01
H 4.7914 -1.3105 1.4666 0.00 -0.01 -0.01
H 7.2111 1.1467 -1.7270 -0.01 -0.02 0.00
H 6.8539 2.4392 -0.5278 -0.01 0.00 0.01
H 2.5095 1.3782 -2.0812 -0.01 -0.02 0.00
```
Positions in Å, forces in eV/Å.

Calculated values
- lowest unoccupied orbital energy (spin up / spin down) (eV) = 0.562 / -2.807
- energy above the lowest of the compared OMol25 structures with the same formula, charge and spin (kJ/mol) = 0.0
- spin multiplicity = 5
- max |F| (eV/Å) = 0.5
- total energy (eV) = -127541.996
- frontier orbital gap (spin up / spin down) (Ha) = 0.3248 / 0.2013